# 1
Computed, not measured: C14H25NO5 in the gas phase at a distorted geometry, with the ωB97M-V functional and the def2-TZVPD basis.

```
45
Properties=species:S:1:pos:R:3:forces:R:3
C 3.006932 -0.081228 1.482471 -0.63 0.98 -2.46
C 3.123702 -1.404331 0.671119 1.69 0.13 -0.83
C 3.748800 -1.035239 -0.779866 0.23 -0.43 1.39
C 1.884796 -2.436262 0.505179 2.60 1.10 -1.26
O 0.725753 -1.794973 0.085248 -1.80 1.03 0.42
C -0.117757 -1.195916 1.119415 1.69 0.19 1.67
C -1.174105 -0.292132 0.564840 -1.79 -0.87 -1.90
C -2.145908 -1.113975 -0.451990 2.20 0.27 -0.22
C -3.305072 -1.779282 0.205827 -2.32 0.15 -0.23
C -4.404551 -2.168159 -0.843718 0.01 1.68 0.61
C -2.908418 -2.969629 1.069793 2.18 -1.39 -0.35
N -0.500254 0.739396 -0.196025 -0.09 1.37 -0.21
C -0.725761 2.093276 -0.108543 0.77 0.17 1.31
O -1.466444 2.548665 0.736681 -0.63 0.21 -0.21
C 0.281789 3.041887 -0.817867 -2.49 2.81 -2.08
O -0.042720 3.552786 -2.169570 1.25 -0.95 1.08
C 0.007164 4.584151 -1.173932 -0.23 -2.48 -0.60
C 1.031882 5.717905 -1.359051 -1.10 0.21 1.74
O 0.656368 6.868169 -1.483866 0.72 -1.45 -0.44
O 2.307917 5.357815 -1.114881 -0.81 -0.36 -0.71
H 2.419887 -0.178865 2.336534 -1.37 -0.20 1.41
H 2.601580 0.785883 0.838885 0.46 -1.26 1.03
H 3.959708 0.227079 1.893075 0.51 0.00 -0.44
H 3.910269 -1.886313 1.298604 -0.49 -0.53 -0.84
H 4.439842 -0.170150 -0.862977 -0.50 -0.28 0.78
H 4.330255 -1.847611 -1.228747 -0.42 -0.21 0.16
H 2.914628 -0.802240 -1.404179 -0.62 0.08 -0.67
H 2.166956 -3.197473 -0.331551 -0.45 1.29 1.54
H 1.803257 -2.940234 1.446247 -0.49 -0.52 0.63
H -0.508377 -1.981261 1.782726 -0.06 0.09 -0.45
H 0.434443 -0.493034 1.809388 0.17 -0.95 -0.76
H -1.763022 0.225413 1.364743 0.49 -0.67 -0.58
H -2.288177 -0.457452 -1.337815 -0.86 -0.18 0.83
H -1.621156 -1.971679 -0.909112 0.66 0.47 0.20
H -3.742550 -1.020593 0.839729 -0.49 0.17 0.44
H -4.103030 -3.015991 -1.392498 0.51 -1.04 -0.86
H -4.598650 -1.321852 -1.558914 0.20 -0.77 0.70
H -5.352583 -2.434573 -0.368189 0.13 0.13 0.12
H -2.401939 -2.709242 1.992504 -0.11 0.55 0.27
H -2.074009 -3.570024 0.559480 -1.18 0.64 0.26
H -3.628280 -3.721842 1.397575 -0.59 0.43 -0.50
H 0.026945 0.380996 -0.947160 0.82 -0.20 -0.90
H 1.280729 2.758186 -0.670289 1.42 -0.20 -0.09
H -1.000308 4.975728 -1.134937 0.06 0.21 0.96
H 2.809472 6.134221 -1.354386 0.73 0.59 0.05
```
Positions in Å, forces in eV/Å.

Computed properties:
ΔE to the lowest compared entry with this formula, charge and spin	73.8	kcal per mole
HOMO-LUMO gap	10.26	eV
SMILES string	CC(C)COC[C@H](CC(C)C)NC(=O)[C@H]1O[C@@H]1C(=O)O
charge	0

# 2
Computed, not measured: a molecular structure, C14H26BaBrN6O2 at a distorted geometry, with the ωB97M-V functional and the def2-TZVPD basis.

```
50
Properties=species:S:1:pos:R:3:forces:R:3
Ba -0.062713 -0.127943 0.191737 -0.74 0.40 -0.55
C -3.623205 0.239492 -0.111494 0.01 0.11 -0.06
C -3.717671 -0.837680 0.962104 0.06 0.08 -0.06
N -2.395846 -1.202306 1.500233 -0.17 -0.10 0.17
C -2.129554 -2.653252 1.532654 -0.05 -0.03 -0.07
C -2.093693 -3.289269 0.144911 0.04 0.11 0.10
N -1.221304 -2.561561 -0.792876 -0.05 -0.20 -0.10
C -1.845894 -2.261046 -2.088392 -0.07 0.02 0.04
C -3.007601 -1.275918 -1.967421 0.15 -0.06 -0.03
N -2.657609 -0.079567 -1.179150 -0.24 -0.02 -0.06
H -4.630087 0.429868 -0.504683 0.00 -0.05 -0.01
H -3.291988 1.174826 0.351819 0.01 -0.02 0.02
H -4.377395 -0.459214 1.746266 0.03 -0.03 0.03
H -4.212429 -1.725577 0.568705 0.00 -0.01 -0.01
H -2.340138 -0.874206 2.458036 0.04 0.00 0.00
H -1.164520 -2.792407 2.025613 0.01 -0.01 -0.01
H -2.881719 -3.194649 2.120117 0.04 0.03 0.07
H -1.768816 -4.324622 0.267184 0.02 0.00 -0.03
H -3.102302 -3.345412 -0.266449 0.00 0.01 -0.02
H -0.391544 -3.119469 -0.960847 0.03 0.02 0.00
H -1.074179 -1.833885 -2.734501 0.01 0.01 0.00
H -2.224479 -3.159751 -2.591976 0.06 -0.02 -0.01
H -3.319028 -1.009108 -2.979973 -0.02 0.04 0.02
H -3.867402 -1.771395 -1.516902 -0.02 0.01 0.01
H -2.629635 0.716979 -1.805017 0.02 0.01 0.01
N 1.035319 1.542117 -1.954657 0.12 0.03 -0.02
C 0.646614 2.962738 -1.883737 -0.02 -0.05 0.09
C 0.774364 3.475207 -0.459582 -0.07 -0.09 -0.04
N -0.224277 2.840961 0.427552 0.04 0.01 0.09
H 2.019693 1.473216 -1.692684 0.00 -0.04 0.02
H 0.991940 1.224819 -2.917814 -0.02 0.01 0.00
H -0.393676 3.052309 -2.210219 0.01 0.03 -0.03
H 1.250132 3.594307 -2.541212 0.02 -0.01 0.00
H 0.691463 4.564727 -0.461329 0.01 0.00 0.02
H 1.763718 3.219429 -0.076543 0.04 0.03 -0.02
H -1.128009 3.282102 0.287563 0.00 0.01 -0.02
H 0.027055 3.040245 1.391592 -0.04 0.01 0.00
Br 4.682053 2.884574 -1.018540 0.07 -0.04 0.01
C 4.724003 1.544966 0.337166 -0.26 0.11 0.05
C 5.852851 1.396154 1.120891 0.08 -0.09 0.04
C 5.805557 0.422498 2.108335 0.06 0.08 -0.05
C 4.658263 -0.335839 2.272619 -0.11 -0.06 0.01
C 3.591171 -0.093219 1.427291 0.10 0.08 -0.06
N 3.617281 0.844586 0.471311 0.05 -0.01 -0.05
C 2.258253 -0.797366 1.456329 0.31 -0.23 0.18
O 1.399842 -0.393441 2.280190 0.21 0.03 0.27
O 2.006744 -1.586158 0.511552 0.22 -0.13 0.07
H 6.727055 2.010216 0.967067 -0.01 0.00 -0.02
H 6.663164 0.262802 2.748154 0.00 0.00 0.00
H 4.590177 -1.094879 3.039007 -0.01 0.00 -0.01
```
Positions in Å, forces in eV/Å.

Computed properties:
ΔE to the lowest compared entry with this formula, charge and spin	0.0	kcal per mole
HOMO-LUMO gap	9.20	eV
charge	+1

# 3
Computed, not measured: 3 unconnected molecules or ions with the total composition C14H26Cl3I2NO8, with the ωB97M-V functional and the def2-TZVPD basis.

```
54
Properties=species:S:1:pos:R:3:forces:R:3
C 2.091958 3.230022 -1.503630 0.06 0.20 -0.26
C 3.542912 3.502806 -1.127816 -0.10 -0.18 0.05
Cl 3.634661 5.176953 -0.518362 0.09 0.08 0.12
C 4.162908 2.429189 -0.189056 -0.15 -0.05 -0.15
Cl 5.500051 3.047276 0.853758 0.03 0.15 -0.06
N 3.183559 1.655058 0.541431 0.24 0.20 0.23
Cl 2.440171 2.638076 1.770699 0.10 -0.05 -0.13
C 3.783455 0.449184 1.145857 -0.36 -0.33 0.11
O 2.967638 -0.076834 2.151080 0.06 0.01 -0.20
C 4.096413 -0.676134 0.112535 0.35 0.06 0.05
I 3.225584 -0.534172 -1.844935 -0.09 -0.10 0.09
O 5.487512 -0.804695 -0.050738 0.03 0.20 -0.11
C 6.067854 -1.847837 0.657172 0.10 0.10 0.08
I 5.685608 -3.766379 -0.254819 -0.04 -0.07 0.05
H 1.834296 3.879292 -2.342600 0.02 -0.03 0.04
H 1.426972 3.485652 -0.683128 -0.03 -0.20 0.07
H 1.946948 2.198513 -1.812851 -0.03 -0.06 0.11
H 4.145073 3.490957 -2.033586 0.12 0.09 0.07
H 4.686944 1.722458 -0.829295 -0.16 -0.08 -0.06
H 4.732808 0.693818 1.625287 0.00 0.02 0.07
H 2.146263 -0.392730 1.754748 -0.14 0.08 0.01
H 3.687583 -1.603466 0.514805 -0.03 0.03 -0.03
H 5.712692 -1.903834 1.686220 -0.05 -0.11 -0.05
H 7.144481 -1.717340 0.632214 -0.07 0.03 -0.07
C -4.414112 1.021283 -1.706400 0.00 0.03 0.15
C -3.504121 2.163222 -2.103507 -0.05 -0.11 -0.24
O -3.260087 3.062269 -1.008754 -0.02 0.00 0.09
C -2.370974 2.642602 -0.113046 0.10 0.09 -0.07
O -1.728785 1.622408 -0.173037 -0.06 -0.02 0.02
O -2.286967 3.553460 0.853901 -0.05 -0.06 0.00
C -1.404186 3.193972 1.921421 0.10 0.05 0.13
H -5.347023 1.404683 -1.292362 -0.02 0.00 -0.05
H -4.646095 0.411058 -2.579465 0.00 0.01 -0.02
H -3.944082 0.385971 -0.956927 0.03 -0.01 -0.02
H -3.975443 2.782649 -2.863706 0.01 0.06 0.04
H -2.552494 1.803760 -2.494282 0.02 -0.02 0.08
H -0.425371 2.920809 1.537329 0.01 -0.05 -0.03
H -1.819695 2.365196 2.492858 0.01 -0.04 -0.04
H -1.319376 4.070338 2.556782 -0.08 0.04 -0.05
C -2.204350 -1.795945 0.633617 -0.01 -0.07 0.13
C -2.531193 -2.565766 -0.625624 0.04 0.27 -0.13
O -2.583318 -3.985282 -0.399489 -0.02 -0.06 0.02
C -3.696130 -4.428545 0.180200 0.05 0.02 0.09
O -4.652876 -3.765145 0.489996 0.01 -0.03 -0.04
O -3.569727 -5.743199 0.370148 -0.01 0.02 -0.03
C -4.681324 -6.354489 1.030025 -0.03 -0.09 0.01
H -1.273148 -2.162525 1.069017 0.02 0.02 -0.03
H -2.085337 -0.736654 0.402845 0.02 0.00 -0.03
H -2.994270 -1.904026 1.376053 -0.03 0.00 -0.03
H -1.745619 -2.436550 -1.367674 0.01 -0.08 0.00
H -3.473189 -2.236811 -1.064292 -0.04 -0.04 0.06
H -5.609496 -6.136928 0.506625 -0.01 0.04 0.01
H -4.750239 -6.005473 2.058987 -0.03 0.04 -0.01
H -4.485310 -7.422181 1.013773 0.05 0.01 -0.01
```
Positions in Å, forces in eV/Å.

Computed properties:
HOMO-LUMO gap	9.72	eV
SMILES string	C[C@@H](Cl)[C@@H](Cl)N(Cl)[C@@H](O)[C@@H](I)OCI.CCOC(=O)OC.CCOC(=O)OC
charge	0

# 4
Computed, not measured: a molecular structure, C14H26ClGaINP2 at a distorted geometry, with the ωB97M-V functional and the def2-TZVPD basis.

```
46
Properties=species:S:1:pos:R:3:forces:R:3
C -0.311542 -0.084761 1.713420 0.70 -0.87 -3.50
I 1.585432 -0.580421 2.593524 0.15 0.08 1.66
H -1.393166 0.105726 1.519889 0.17 0.02 2.83
H 0.160925 0.794745 1.196433 -0.66 -1.30 -0.50
H -0.244698 -1.119211 1.211206 -0.24 2.26 -0.40
Ga -0.160870 -0.030439 -2.105770 -1.65 0.51 1.53
P 0.297903 2.193394 -1.163779 0.18 2.61 -0.56
C -0.167277 3.170340 0.386528 -0.33 -0.47 0.54
C 2.105796 2.362219 -1.298883 0.10 -0.27 0.04
H 2.383989 3.391908 -1.530708 -0.13 -0.03 0.05
H 0.252650 4.345599 -2.305339 -0.16 -0.38 0.02
H 2.485061 1.714141 -2.089254 0.07 0.08 -0.09
H -0.190793 3.027155 -3.451907 -0.04 0.25 0.36
H 0.642587 3.112475 1.144593 -0.45 -0.19 -0.51
H 2.597503 2.070530 -0.371964 -0.04 -0.06 0.09
C -0.332245 3.420491 -2.430949 -0.14 -0.75 -0.23
H -0.306654 4.251530 0.126592 0.18 -1.04 -0.22
H -1.406901 3.647067 -2.292848 0.55 -0.26 0.05
H -1.115303 2.805310 0.842516 0.65 0.24 -0.34
P 0.266628 -2.156357 -1.054024 1.01 -2.39 -0.99
C -0.232219 -3.270900 0.384546 -0.23 0.84 0.25
C -0.359184 -3.240683 -2.413894 -0.08 0.35 -0.19
H 2.546228 -1.785365 -1.949158 -0.13 -0.33 0.27
H 2.271250 -3.476250 -1.375033 -0.03 0.45 0.11
H 2.558810 -2.144529 -0.186333 -0.17 -0.08 -0.44
C 2.099638 -2.408072 -1.155523 -0.22 0.31 0.17
H -0.101482 -2.869862 -3.422339 -0.07 -0.16 0.44
H 0.132615 -4.208209 -2.236560 -0.26 0.21 -0.23
H -0.390336 -4.271122 -0.036179 0.07 0.33 -0.15
H -1.167661 -2.929415 0.848197 0.27 -0.20 -0.08
H -1.458175 -3.352778 -2.351617 0.53 0.05 0.01
H 0.578583 -3.323121 1.129902 -0.31 0.30 -0.30
Cl -1.872797 0.069286 -3.368114 0.78 -0.13 0.17
N -3.588458 0.008777 4.031868 1.16 -0.03 1.36
C -2.864962 0.010711 4.945279 -0.97 0.09 -1.48
C -1.878839 0.037545 5.988423 0.43 -0.32 0.79
C -2.226399 0.113296 7.343027 -0.06 0.36 0.10
C -1.259156 0.147602 8.345165 0.60 -0.40 -0.20
C 0.100741 0.045952 7.989980 0.28 0.27 -0.07
C 0.474645 -0.031420 6.630963 -0.61 -0.31 0.35
C -0.530014 -0.072129 5.654190 0.76 0.34 -0.09
H -3.266307 0.199004 7.609467 -0.19 -0.06 0.05
H -1.554242 0.195489 9.405827 0.16 0.04 -0.72
H 0.890491 0.060804 8.771338 -0.73 -0.03 -0.63
H 1.531156 -0.116034 6.330448 -0.64 0.10 0.26
H -0.239352 -0.139418 4.605454 -0.25 0.00 0.39
```
Positions in Å, forces in eV/Å.

Computed properties:
HOMO-LUMO gap	3.91	eV
charge	+2

Molecular weight across the listed records, respectively: 287.4, 527.6, 696.5, 502.4 u.